Computed, not measured: a molecular structure, C40H57IrNO4PS5 in a non-equilibrium geometry, with ωB97M-V with the def2-TZVPD basis set.

Calculated values
HOMO (hartree): -0.4817
Charge: +2
Molar mass (g/mol): 999.42
E (eV): -118376.5516
LUMO level (eV): -6.5777
Strongest force on any atom (eV Å⁻¹): 1.33
Kohn-Sham gap (eV): 6.529
Relative energy (zero: lowest compared OMol25 entry of this formula, charge and spin) (kJ/mol): 0.00

Atoms and positions in Å:
1 Ir 0.157 -0.203 -0.381
2 C -2.991 -4.520 2.183
3 C -3.670 -3.174 2.390
4 S -2.558 -1.752 2.174
5 C -3.257 -0.878 0.748
6 C -3.047 -1.543 -0.594
7 S -1.376 -1.574 -1.357
8 C -1.049 -3.366 -1.196
9 C -1.029 -4.056 0.166
10 S -2.635 -4.874 0.450
11 H -3.670 -5.313 2.498
12 H -2.073 -4.617 2.763
13 H -4.067 -3.109 3.405
14 H -4.504 -3.068 1.696
15 H -2.803 0.109 0.776
16 H -4.330 -0.762 0.908
17 H -3.631 -1.030 -1.355
18 H -3.333 -2.593 -0.547
19 H -0.116 -3.505 -1.714
20 H -1.827 -3.787 -1.838
21 H -0.815 -3.348 0.962
22 H -0.263 -4.833 0.170
23 O 1.008 -1.241 1.269
24 S 2.426 -1.635 1.780
25 C 3.037 -0.285 2.810
26 C 2.310 0.080 4.096
27 C 0.875 0.556 3.878
28 C 0.816 1.888 3.136
29 S -0.760 2.078 2.282
30 O -0.953 0.708 1.600
31 C -1.817 2.162 3.713
32 C -1.656 3.283 4.525
33 C -2.470 3.436 5.632
34 C -3.454 2.493 5.909
35 C -3.621 1.399 5.076
36 C -2.804 1.229 3.963
37 C 2.098 -2.865 3.007
38 C 3.189 -3.581 3.489
39 C 2.973 -4.563 4.441
40 C 1.683 -4.826 4.887
41 C 0.606 -4.109 4.385
42 C 0.804 -3.119 3.431
43 H 3.097 0.552 2.112
44 H 4.062 -0.609 3.018
45 H 2.905 0.863 4.574
46 H 2.304 -0.772 4.777
47 H 0.367 0.641 4.839
48 H 0.331 -0.182 3.289
49 H 1.544 1.961 2.325
50 H 0.941 2.751 3.789
51 H -0.911 4.038 4.296
52 H -2.343 4.296 6.277
53 H -4.095 2.621 6.770
54 H -4.398 0.675 5.284
55 H -2.925 0.380 3.311
56 H 4.191 -3.375 3.129
57 H 3.809 -5.127 4.832
58 H 1.519 -5.597 5.628
59 H -0.394 -4.314 4.747
60 H -0.021 -2.545 3.030
61 C 0.747 -2.456 -3.848
62 C 1.657 -1.235 -3.785
63 C 1.009 -0.132 -4.632
64 C 3.018 -1.650 -4.353
65 P 1.882 -0.593 -2.006
66 C 2.947 -1.889 -1.252
67 C 4.339 -1.818 -1.186
68 C 5.087 -2.868 -0.670
69 C 4.462 -4.019 -0.219
70 C 3.078 -4.103 -0.264
71 C 2.340 -3.044 -0.768
72 C 2.858 1.023 -2.046
73 C 3.215 1.265 -0.568
74 C 4.140 1.076 -2.888
75 C 1.968 2.145 -2.610
76 H 0.631 -2.731 -4.898
77 H -0.245 -2.234 -3.468
78 H 1.177 -3.316 -3.334
79 H 0.790 -0.538 -5.621
80 H 1.668 0.721 -4.773
81 H 0.067 0.214 -4.199
82 H 2.829 -2.105 -5.327
83 H 3.519 -2.393 -3.735
84 H 3.694 -0.816 -4.511
85 H 4.868 -0.954 -1.546
86 H 6.166 -2.787 -0.639
87 H 5.047 -4.843 0.167
88 H 2.575 -4.987 0.107
89 H 1.274 -3.102 -0.738
90 H 3.945 0.536 -0.214
91 H 2.345 1.235 0.089
92 H 3.640 2.265 -0.456
93 H 4.894 0.343 -2.633
94 H 4.579 2.064 -2.725
95 H 3.929 0.997 -3.951
96 H 0.915 1.992 -2.430
97 H 2.101 2.236 -3.684
98 H 2.263 3.092 -2.157
99 O 0.668 2.572 0.009
100 C -0.278 2.541 -0.764
101 C -0.995 3.700 -1.395
102 C -2.096 3.040 -2.222
103 C -1.900 1.550 -2.018
104 O -2.590 0.674 -2.476
105 N -0.802 1.347 -1.181
106 H -0.281 4.257 -2.003
107 H -1.350 4.378 -0.620
108 H -2.022 3.253 -3.288
109 H -3.102 3.311 -1.907



Computed, not measured: 4 unconnected molecules or ions with the total composition C40H58BrN2O11P2S2Si in a non-equilibrium geometry, with ωB97M-V with the def2-TZVPD basis set.

Calculated values
HOMO (hartree): -0.4322
Charge: +1
Molar mass (g/mol): 976.98
E (eV): -186080.4546
LUMO level (eV): -3.1352
Strongest force on any atom (eV Å⁻¹): 5.25
Kohn-Sham gap (eV): 8.626
Relative energy (zero: lowest compared OMol25 entry of this formula, charge and spin) (kJ/mol): 0.00

Atoms and positions in Å:
1 C -4.146 -1.156 0.373
2 C -2.695 -1.603 0.661
3 C -1.627 -0.484 0.543
4 C -0.838 -0.547 -0.770
5 C -1.790 -0.826 -1.973
6 C 0.234 0.544 -1.172
7 C 1.680 0.104 -0.756
8 P 2.068 -0.977 -2.260
9 O 2.481 0.147 -3.374
10 Br 4.045 -1.915 -1.938
11 C 2.419 1.358 -0.192
12 S 3.905 1.619 -1.209
13 S 3.138 0.974 1.505
14 C 4.029 -0.523 1.320
15 O 2.058 0.716 2.417
16 O 4.067 2.041 1.811
17 N 1.387 2.524 -0.115
18 C 1.110 3.124 1.295
19 C -0.003 2.765 2.315
20 C -1.152 3.818 2.330
21 C -0.553 1.331 2.370
22 P 2.309 4.105 -1.050
23 C 0.979 5.362 -1.048
24 C 3.345 4.811 0.276
25 C 0.191 2.067 -0.980
26 C -1.125 2.678 -0.578
27 C -2.366 2.260 -1.391
28 O -3.119 3.430 -1.627
29 Si -4.544 3.284 -2.502
30 C -4.255 2.484 -4.156
31 C -5.224 4.993 -2.718
32 C -5.736 2.225 -1.513
33 O 0.659 2.582 -2.303
34 C -0.155 3.074 -3.171
35 N -0.824 3.552 -3.923
36 H -4.555 -1.629 -0.526
37 H -4.812 -1.416 1.201
38 H -4.217 -0.067 0.266
39 H -2.430 -2.457 0.030
40 H -2.647 -1.978 1.690
41 H -0.931 -0.628 1.378
42 H -2.124 0.480 0.679
43 H -0.231 -1.459 -0.671
44 H -1.937 -1.904 -2.095
45 H -2.778 -0.381 -1.833
46 H -1.389 -0.462 -2.923
47 H 0.164 0.475 -2.262
48 H 1.498 -0.604 0.065
49 H 1.826 0.172 -4.088
50 H 4.565 2.380 -0.329
51 H 4.237 -0.771 2.368
52 H 3.425 -1.315 0.873
53 H 4.940 -0.359 0.752
54 H 0.966 4.184 1.126
55 H 2.076 3.045 1.785
56 H 0.528 2.915 3.264
57 H -1.283 4.230 3.333
58 H -0.976 4.650 1.641
59 H -2.116 3.382 2.043
60 H -0.121 0.708 1.586
61 H -1.639 1.327 2.250
62 H -0.306 0.842 3.313
63 H 0.122 5.168 -0.410
64 H 0.640 5.511 -2.079
65 H 1.425 6.295 -0.683
66 H 4.135 4.135 0.604
67 H 3.790 5.669 -0.250
68 H 2.824 5.190 1.156
69 H -1.292 2.415 0.471
70 H -1.092 3.764 -0.612
71 H -2.101 1.776 -2.338
72 H -2.962 1.546 -0.806
73 H -4.028 1.413 -4.091
74 H -3.484 2.987 -4.748
75 H -5.204 2.567 -4.706
76 H -4.673 5.577 -3.461
77 H -6.265 4.917 -3.057
78 H -5.221 5.551 -1.777
79 H -6.768 2.500 -1.751
80 H -5.571 2.367 -0.438
81 H -5.603 1.159 -1.735
82 C -9.463 -2.908 2.388
83 C -8.214 -2.498 2.191
84 C -7.713 -1.240 2.797
85 O -6.572 -0.865 2.614
86 C -8.654 -0.456 3.633
87 C -9.904 -0.864 3.832
88 C -10.409 -2.124 3.225
89 O -11.546 -2.497 3.406
90 H -9.855 -3.821 1.957
91 H -7.506 -3.051 1.586
92 H -8.262 0.457 4.064
93 H -10.611 -0.311 4.437
94 C 4.383 -5.346 2.994
95 C 5.311 -5.248 3.943
96 C 6.474 -4.332 3.796
97 O 7.313 -4.236 4.663
98 C 6.563 -3.534 2.546
99 C 5.639 -3.641 1.597
100 C 4.474 -4.544 1.750
101 O 3.621 -4.608 0.887
102 H 3.526 -6.001 3.078
103 H 5.270 -5.819 4.862
104 H 7.426 -2.886 2.455
105 H 5.681 -3.086 0.669
106 C 8.579 -6.625 -1.507
107 C 8.635 -7.058 -2.764
108 C 7.951 -6.329 -3.864
109 O 7.998 -6.722 -5.007
110 C 7.196 -5.098 -3.505
111 C 7.144 -4.668 -2.249
112 C 7.837 -5.392 -1.152
113 O 7.798 -4.990 -0.007
114 H 9.071 -7.137 -0.690
115 H 9.174 -7.951 -3.050
116 H 6.697 -4.592 -4.322
117 H 6.591 -3.782 -1.956



Computed, not measured: 3 unconnected molecules or ions with the total composition C40H58FNO7S in a non-equilibrium geometry, with ωB97M-V with the def2-TZVPD basis set.

Calculated values
HOMO (hartree): -0.3032
Molar mass (g/mol): 715.97
E (eV): -71769.3637
LUMO level (eV): -0.3906
Strongest force on any atom (eV Å⁻¹): 9.86
Kohn-Sham gap (eV): 7.860

Atoms and positions in Å:
1 C -4.029 1.958 -4.576
2 C -2.644 2.204 -5.458
3 C -1.448 1.381 -4.686
4 C 0.004 2.175 -4.668
5 C 1.244 1.073 -4.635
6 C 1.870 0.835 -3.137
7 C 1.928 -0.780 -2.765
8 C 3.385 -1.480 -3.073
9 C 3.950 -2.372 -1.779
10 C 2.924 -3.605 -1.439
11 C 3.108 -4.266 0.050
12 C 2.867 -3.217 1.301
13 C 3.723 -3.689 2.622
14 C 3.352 -5.223 3.125
15 C 2.065 -5.205 4.189
16 C 0.607 -5.391 3.431
17 C -0.516 -4.685 4.413
18 C -1.843 -4.120 3.633
19 C -2.053 -2.474 3.800
20 C -2.146 -1.747 2.329
21 C -1.295 -0.349 2.203
22 C -2.076 1.023 1.669
23 C -1.346 2.475 1.459
24 C 0.287 2.550 1.810
25 C 1.062 1.166 2.340
26 C 0.312 -0.283 2.551
27 S 2.934 1.396 2.646
28 C 3.434 2.533 1.193
29 C 4.833 2.362 0.342
30 C 5.081 3.411 -0.924
31 C 3.943 4.577 -1.304
32 C 2.540 4.764 -0.415
33 C 2.304 3.713 0.837
34 N 1.011 3.894 1.633
35 C 1.321 4.495 3.003
36 C 2.738 5.373 3.017
37 O 2.778 6.622 2.519
38 F 3.991 4.826 3.626
39 H -4.197 0.790 -4.504
40 H -4.955 2.422 -5.128
41 H -3.951 2.486 -3.534
42 H -2.448 3.357 -5.530
43 H -2.860 1.762 -6.539
44 H -1.848 1.122 -3.593
45 H -1.281 0.372 -5.298
46 H 0.071 2.819 -5.644
47 H 0.100 2.861 -3.697
48 H 0.879 0.095 -5.167
49 H 2.128 1.507 -5.308
50 H 1.230 1.445 -2.344
51 H 2.990 1.229 -3.088
52 H 1.056 -1.316 -3.379
53 H 1.623 -0.847 -1.616
54 H 4.216 -0.708 -3.421
55 H 3.212 -2.237 -3.975
56 H 5.028 -2.742 -2.109
57 H 4.127 -1.635 -0.871
58 H 3.163 -4.467 -2.221
59 H 1.786 -3.344 -1.562
60 H 4.190 -4.727 0.188
61 H 2.350 -5.147 0.192
62 H 1.729 -3.204 1.589
63 H 3.197 -2.120 1.050
64 H 4.860 -3.733 2.282
65 H 3.617 -2.880 3.481
66 H 3.184 -5.982 2.250
67 H 4.273 -5.615 3.769
68 H 2.165 -4.197 4.779
69 H 2.164 -6.106 4.965
70 H 0.414 -6.548 3.361
71 H 0.540 -4.846 2.394
72 H -0.071 -3.846 5.106
73 H -0.902 -5.538 5.149
74 H -2.793 -4.667 4.094
75 H -1.798 -4.461 2.506
76 H -3.040 -2.208 4.405
77 H -1.073 -2.056 4.330
78 H -3.248 -1.514 1.972
79 H -1.678 -2.501 1.550
80 H -3.232 0.876 1.408
81 H -1.847 3.457 1.057
82 H 0.973 -1.179 2.929
83 H 5.571 1.507 0.648
84 H 6.048 3.338 -1.616
85 H 4.124 5.298 -2.222
86 H 1.727 5.579 -0.656
87 H 1.387 3.574 3.749
88 H 0.469 5.188 3.422
89 C -2.819 0.738 6.645
90 C -2.078 -0.077 7.655
91 O -3.032 -1.041 8.058
92 C -3.934 -1.157 7.040
93 O -4.795 -2.019 6.976
94 O -3.747 -0.182 6.102
95 H -2.162 1.132 5.864
96 H -3.369 1.569 7.099
97 H -1.214 -0.592 7.224
98 H -1.746 0.521 8.509
99 C -6.947 3.812 -8.931
100 C -7.113 2.788 -7.856
101 O -5.804 2.644 -7.339
102 C -5.134 3.798 -7.627
103 O -4.036 4.086 -7.182
104 O -5.854 4.588 -8.476
105 H -7.838 4.434 -9.056
106 H -6.686 3.366 -9.897
107 H -7.775 3.129 -7.053
108 H -7.485 1.835 -8.242



Computed, not measured: a molecular structure, C40H59As2BCeF3N7S in a non-equilibrium geometry, with ωB97M-V with the def2-TZVPD basis set.

Calculated values
HOMO (alpha / beta) (hartree): -0.3757 / -0.3757
⟨S²⟩: 0.751
Charge: +1
Spin multiplicity: 2
Molar mass (g/mol): 1027.79
E (eV): -207137.5517
LUMO level (alpha / beta) (eV): -2.7854 / -2.7608
Strongest force on any atom (eV Å⁻¹): 2.57
Kohn-Sham gap (alpha / beta) (eV): 7.437 / 7.464

Atoms and positions in Å:
1 Ce -0.433 1.121 -0.103
2 C -2.534 -3.719 -2.469
3 C -1.735 -2.465 -2.515
4 C -0.989 -1.992 -3.596
5 C -0.440 -0.747 -3.238
6 N -0.907 -0.406 -2.027
7 N -1.708 -1.485 -1.565
8 B -2.647 -1.309 -0.300
9 N -3.356 0.158 -0.363
10 N -2.787 1.276 0.277
11 C -3.751 2.212 0.413
12 C -4.923 1.769 -0.212
13 C -4.650 0.440 -0.682
14 C -5.592 -0.576 -1.219
15 C -3.545 3.497 1.176
16 C -4.863 3.683 1.948
17 C -2.334 3.452 2.110
18 C -3.414 4.719 0.212
19 N -1.866 -1.668 1.061
20 N -0.960 -0.752 1.618
21 C -0.654 -1.239 2.852
22 C -1.374 -2.424 3.085
23 C -2.066 -2.716 1.909
24 C -2.872 -3.947 1.601
25 C 0.242 -0.576 3.836
26 C 1.276 0.366 3.185
27 C 0.976 -1.683 4.599
28 C -0.626 0.115 4.916
29 C 0.387 0.157 -4.144
30 C -0.580 1.191 -4.747
31 C 0.811 -0.697 -5.319
32 C 1.544 0.868 -3.410
33 H -2.643 -4.115 -3.525
34 H -3.546 -3.578 -1.990
35 H -1.993 -4.502 -1.940
36 H -0.860 -2.434 -4.596
37 H -3.461 -2.138 -0.357
38 H -5.877 2.269 -0.321
39 H -5.044 -1.141 -2.033
40 H -6.525 -0.094 -1.595
41 H -5.867 -1.298 -0.457
42 H -5.034 2.816 2.619
43 H -5.753 3.818 1.329
44 H -4.792 4.535 2.688
45 H -2.389 2.618 2.836
46 H -2.164 4.403 2.609
47 H -1.377 3.265 1.555
48 H -4.213 4.690 -0.515
49 H -2.450 4.669 -0.346
50 H -3.437 5.645 0.798
51 H -1.437 -2.985 4.002
52 H -2.856 -4.694 2.416
53 H -2.485 -4.490 0.715
54 H -3.953 -3.648 1.437
55 H 1.556 0.064 2.147
56 H 2.187 0.345 3.842
57 H 0.906 1.420 3.049
58 H 1.535 -2.422 3.977
59 H 0.226 -2.306 5.101
60 H 1.598 -1.271 5.407
61 H -1.196 0.927 4.463
62 H -0.016 0.466 5.765
63 H -1.319 -0.652 5.308
64 H -1.370 0.663 -5.265
65 H -0.076 1.829 -5.491
66 H -1.129 1.797 -4.018
67 H -0.022 -1.165 -5.908
68 H 1.465 -1.530 -5.007
69 H 1.361 -0.034 -6.011
70 H 1.113 1.374 -2.535
71 H 2.037 1.617 -4.042
72 H 2.261 0.140 -3.034
73 C 4.617 1.066 0.873
74 As 3.616 -0.374 -0.093
75 C 5.032 -0.748 -1.422
76 C 4.172 -1.902 1.108
77 C 5.039 -1.809 2.191
78 C 5.735 -2.944 2.617
79 C 5.531 -4.143 2.002
80 C 4.607 -4.258 0.959
81 C 3.833 -3.156 0.602
82 As 2.146 -3.339 -0.475
83 C 1.444 -4.820 0.640
84 C 2.788 -4.448 -1.989
85 H 5.700 0.865 0.901
86 H 4.255 1.239 1.880
87 H 4.438 1.993 0.294
88 H 5.996 -1.037 -0.981
89 H 5.224 0.161 -1.960
90 H 4.722 -1.533 -2.068
91 H 5.193 -0.823 2.644
92 H 6.484 -2.852 3.390
93 H 6.041 -5.026 2.357
94 H 4.413 -5.208 0.539
95 H 2.112 -5.694 0.587
96 H 0.393 -5.010 0.289
97 H 1.367 -4.510 1.665
98 H 2.872 -5.505 -1.718
99 H 3.696 -4.001 -2.395
100 H 1.961 -4.403 -2.715
101 F 0.697 5.834 1.786
102 C 1.532 5.969 0.724
103 F 2.769 5.684 1.156
104 F 1.522 7.323 0.489
105 C 1.102 5.170 -0.479
106 C 0.782 5.860 -1.653
107 C 0.026 5.136 -2.593
108 C -0.374 3.837 -2.375
109 N -0.010 3.241 -1.187
110 C 0.824 3.812 -0.288
111 S 1.329 2.917 1.057
112 H 1.102 6.900 -1.804
113 H -0.189 5.678 -3.532
114 H -1.131 3.360 -2.991